[1]
A cluster of 7 separate species, C26H69NO10P4S7 in total. Source: the Open Molecules 2025 dataset; level of theory: ωB97M-V/def2-TZVPD.

```
117
Properties=species:S:1:pos:R:3:mulliken_charge:R:1
C 5.34329 -2.06898 3.92119 -0.74
C 5.27017 -0.97505 2.66346 -0.18
O 3.98072 -0.21906 2.77870 -0.32
P 3.74125 0.79183 1.36805 0.90
O 5.21656 1.03449 0.76327 -0.77
C 2.72826 -0.01901 -0.03209 -0.66
C 2.11672 -1.52419 0.36696 0.11
C 0.61659 -1.57922 -0.28769 -1.07
P -0.53366 -2.93624 0.39276 0.84
C -1.44250 -2.98157 2.05672 -1.35
C -1.09463 -1.80566 3.12709 0.91
C -2.45088 -1.65700 4.09715 -1.17
C -0.83244 -0.31459 2.50856 -0.65
O -0.96962 -4.22132 -0.75741 -0.39
C -2.25238 -4.86044 -0.31147 0.31
N -3.55595 -4.98468 -0.16651 -0.49
P -2.21507 -1.79551 -0.48848 -0.07
S -2.36435 -2.09463 -2.44592 -0.39
P 1.09595 -4.22750 1.04348 0.09
C 1.51292 -3.97431 2.88525 -0.64
C 0.68141 -6.09105 0.87609 -0.81
O 3.16634 2.42214 1.77825 -0.40
C 1.73508 2.39619 2.11657 0.45
C 1.07117 3.90179 1.81652 -0.77
H 4.62144 -1.61358 4.75363 0.15
H 6.42521 -2.15240 4.38816 0.34
H 4.89582 -3.11979 3.63538 0.11
H 5.36994 -1.56479 1.65767 0.28
H 6.21563 -0.29506 2.77717 0.27
H 1.90029 0.72763 -0.39428 0.17
H 3.45022 -0.17806 -0.96896 0.46
H 2.88948 -2.28946 -0.12546 0.49
H 2.11427 -1.55443 1.53636 -0.29
H 0.71530 -1.66859 -1.47402 0.48
H 0.13044 -0.51138 -0.10378 0.26
H -1.25540 -4.04689 2.56218 0.32
H -2.62285 -2.94598 1.88047 0.70
H -0.21842 -2.03212 3.87358 0.21
H -3.15441 -2.61783 4.01321 0.32
H -3.07794 -0.73268 3.71342 0.29
H -2.13930 -1.59115 5.22470 0.30
H -1.62431 0.05808 1.73289 0.13
H -0.90215 0.44380 3.42851 0.50
H 0.27965 -0.26887 2.14764 -0.38
H -3.50074 -2.16137 0.04781 0.16
H -2.02616 -0.34435 -0.36828 0.10
H 0.74324 -4.45938 3.63284 0.33
H 1.68591 -2.86743 3.22132 0.01
H 2.54485 -4.53907 3.08061 0.26
H -0.34291 -6.24996 1.46874 0.23
H 1.46547 -6.77875 1.42066 0.34
H 0.44847 -6.41730 -0.23362 0.26
H 1.58896 2.08386 3.25938 0.08
H 1.08904 1.64585 1.49263 -0.19
H 1.37273 4.15114 0.70804 0.17
H 1.39061 4.70735 2.60303 0.14
H -0.10366 3.70635 1.79231 0.28
C -5.06986 -3.81886 -4.39261 -0.58
S -3.91408 -4.44350 -5.63627 0.52
O -3.24709 -3.25710 -6.26807 -0.60
C -5.17710 -5.03431 -6.78911 -0.92
H -4.49471 -3.36363 -3.58279 0.00
H -5.72690 -3.06735 -4.83589 0.29
H -5.66030 -4.64631 -3.99392 0.34
H -5.82748 -4.20927 -7.08715 0.29
H -5.76429 -5.82353 -6.31469 0.33
H -4.67768 -5.43842 -7.67289 0.32
C 2.49921 -5.68543 6.95488 -1.01
S 4.04927 -5.20219 6.15710 0.43
O 3.70252 -4.59126 4.83115 -0.54
C 4.63383 -6.88539 5.84335 -0.99
H 1.94230 -4.77982 7.20701 0.31
H 1.90337 -6.29850 6.27511 0.29
H 2.71643 -6.24089 7.86950 0.42
H 3.90878 -7.42561 5.23098 0.29
H 4.78368 -7.40310 6.79322 0.41
H 5.58578 -6.82781 5.31017 0.32
C 1.07835 4.98225 -2.69887 -1.04
S -0.63761 4.44283 -2.89177 0.66
O -1.14252 4.05155 -1.53399 -0.65
C -0.25751 2.91891 -3.78982 -0.90
H 1.08687 5.91162 -2.12439 0.31
H 1.65213 4.22188 -2.16446 0.31
H 1.51758 5.16269 -3.68211 0.39
H 0.39706 2.28368 -3.18937 0.27
H 0.22401 3.16451 -4.73880 0.27
H -1.19320 2.39020 -3.98667 0.34
C -0.29517 5.81256 7.01516 -0.96
S 0.62364 5.60368 5.47086 0.49
O -0.33330 5.07018 4.44556 -0.57
C 1.63824 4.21798 6.03983 -0.83
H -1.02552 6.61358 6.87813 0.33
H -0.81712 4.88716 7.26851 0.30
H 0.39404 6.08691 7.81639 0.37
H 0.99923 3.38934 6.35217 0.29
H 2.26653 4.54269 6.87202 0.40
H 2.27458 3.89226 5.21352 0.21
C -2.42679 8.64473 -5.51160 -1.01
S -2.17358 7.06442 -4.66828 0.58
O -1.52669 6.12942 -5.64753 -0.56
C -3.92455 6.62009 -4.56844 -0.95
H -1.44974 9.09058 -5.71267 0.33
H -2.95242 8.48543 -6.45569 0.29
H -3.00255 9.31391 -4.86900 0.37
H -4.35932 6.58343 -5.56952 0.31
H -4.45316 7.35332 -3.95552 0.40
H -4.00604 5.63512 -4.10259 0.28
C -2.39517 3.11447 -7.70851 -0.71
S -1.47636 2.90559 -9.25281 0.50
O -2.43330 2.37208 -10.27811 -0.63
C -0.46176 1.51988 -8.68384 -0.82
H -3.12552 3.91548 -7.84555 0.29
H -2.91712 2.18907 -7.45516 0.35
H -1.70596 3.38882 -6.90729 0.15
H -1.10077 0.69125 -8.37150 0.26
H 0.16653 1.84460 -7.85165 0.29
H 0.17458 1.19417 -9.51015 0.32
```

Calculated values
E_HOMO   -7.5 eV
LUMO level   -0.02300 hartree
2S+1   1
Kohn-Sham gap   6.85 eV

=====

[2]
A structure of composition C35H32BrCsN16O3S2. Source: the Open Molecules 2025 dataset; level of theory: ωB97M-V/def2-TZVPD.

```
90
Properties=species:S:1:pos:R:3:mulliken_charge:R:1
Cs 0.41156 -0.80322 1.00027 0.67
C 4.65507 1.66182 -0.00210 -0.96
C 5.31776 2.03149 1.15710 -0.59
C 4.79498 1.65884 2.38376 -0.91
C 3.61904 0.90912 2.41480 0.08
N 2.99420 0.55083 1.29567 0.54
C 3.48997 0.92037 0.12500 -0.48
C 2.96095 0.51370 3.69495 1.10
C 3.63634 0.59785 4.91146 -1.02
C 2.95521 0.29876 6.07889 -0.64
C 1.62742 -0.08213 5.99839 -0.91
C 1.04300 -0.18023 4.74305 -0.14
N 1.68925 0.11397 3.62048 0.54
H 5.01800 1.95122 -0.97816 0.47
H 6.22449 2.61944 1.10814 0.42
H 5.28324 1.97224 3.29397 0.36
H 2.91777 0.62836 -0.75034 0.42
H 4.67489 0.89033 4.95018 0.36
H 3.45389 0.36936 7.03650 0.43
H 1.04946 -0.30858 6.88347 0.45
H 0.00577 -0.47585 4.62555 0.32
N 2.88996 -2.13949 -2.77282 -0.32
C 2.28569 -3.01140 -1.94517 0.52
N 1.57228 -3.99071 -2.49611 -0.66
C 0.98743 -4.80860 -1.62063 0.40
N 0.22345 -5.80009 -2.10952 -0.32
N 1.08789 -4.72077 -0.28280 -0.71
C 1.81361 -3.70032 0.13845 0.29
N 2.42334 -2.79538 -0.62485 -0.40
C 1.96120 -3.53562 1.61765 -0.12
C 3.16556 -3.07955 2.14123 0.19
C 3.29867 -3.00774 3.51835 -0.61
C 2.21652 -3.35898 4.30746 -0.45
C 1.04025 -3.75499 3.68273 -0.38
N 0.90670 -3.85477 2.36773 -0.19
H 2.89075 -2.32057 -3.76015 0.24
H 3.53477 -1.47561 -2.38412 0.23
H 0.22283 -5.97390 -3.09824 0.26
H -0.13154 -6.49142 -1.47399 0.24
H 3.96641 -2.80012 1.47225 0.42
H 4.22842 -2.68049 3.96531 0.46
H 2.26890 -3.31818 5.38653 0.45
H 0.16398 -4.00013 4.27361 0.43
C -5.36730 -3.15237 1.28460 -1.18
C -4.85582 -1.93564 1.95181 1.02
N -5.57138 -1.04417 2.54937 -0.83
N -4.67056 -0.10604 2.96242 0.26
C -3.40057 -0.38178 2.61797 0.02
S -2.05970 0.57792 2.85746 -0.25
N -3.51905 -1.60016 1.99921 0.32
N -2.47022 -2.24812 1.36580 -0.21
H -6.45049 -3.16233 1.36263 0.36
H -4.96760 -4.05802 1.74272 0.31
H -5.08492 -3.14783 0.23041 0.21
H -4.96788 0.73005 3.43412 0.15
H -2.41166 -3.21248 1.66820 0.25
H -2.59146 -2.17411 0.35227 0.07
O -4.06872 5.96354 -6.59077 -0.68
S -2.96609 5.06553 -6.32571 1.15
O -3.33895 3.70435 -5.96770 -0.62
O -1.84809 5.15200 -7.24605 -0.69
C -2.24107 5.69860 -4.77268 0.03
N -2.24637 7.00585 -4.51097 -0.49
C -1.71272 7.37507 -3.35917 -0.31
C -1.16705 6.47569 -2.44310 -0.73
C -1.17532 5.14617 -2.83549 0.43
N -1.70080 4.78114 -4.00029 -0.24
C -0.66250 4.00420 -2.03876 1.06
C -0.35282 4.04336 -0.68189 -0.96
C 0.00293 2.86462 -0.04413 -0.63
N 0.06152 1.68504 -0.66212 0.56
C -0.22508 1.65756 -1.96119 -0.99
C -0.55577 2.77787 -2.69060 -0.45
H -1.71588 8.43972 -3.14714 0.41
H -0.76057 6.81250 -1.50067 0.35
H -0.41884 4.95982 -0.11159 0.32
H 0.23256 2.85809 1.01650 0.39
H -0.16494 0.68936 -2.44877 0.57
H -0.80044 2.71718 -3.74175 0.68
Br -4.03546 0.43155 -0.75545 -0.14
C -2.97468 -0.44157 -2.06517 0.42
C -2.83449 0.15779 -3.31123 -0.90
C -2.03976 -0.49557 -4.23839 -0.44
C -1.42530 -1.69273 -3.87870 -0.50
C -1.65405 -2.20122 -2.61338 -0.49
N -2.43380 -1.59176 -1.71557 -0.14
H -3.31547 1.09949 -3.53679 0.56
H -1.90140 -0.06623 -5.22152 0.48
H -0.78666 -2.23117 -4.56446 0.45
H -1.22462 -3.14960 -2.30820 0.52
```

Calculated values
E_HOMO   -6.9 eV
LUMO level   -0.02705 hartree
2S+1   1
Kohn-Sham gap   6.20 eV

=====

[3]
A structure of composition C14H26Cl2O2Ru. Source: the Open Molecules 2025 dataset; level of theory: ωB97M-V/def2-TZVPD.

```
45
Properties=species:S:1:pos:R:3:lowdin_spin:R:1
C 0.38972 -1.33490 -1.58605 0.01
C 1.25150 -0.24260 -2.10992 0.07
C 0.42392 0.86732 -2.40588 0.01
C 2.73029 -0.28538 -2.14154 0.01
C -0.92911 0.51511 -2.12931 0.08
C -0.98383 -0.83964 -1.73342 -0.01
C -2.18100 -1.69309 -1.74124 0.00
C 0.73030 -2.76827 -1.77745 0.00
C 0.88833 2.23230 -2.80620 0.00
C -2.10897 1.41058 -2.22185 0.02
Ru 0.30746 -0.64206 0.51029 3.08
Cl 1.36893 1.36175 0.33209 0.19
Cl 2.37873 -1.68306 0.92748 0.14
O -1.44882 0.06862 0.88707 0.21
H 3.11386 -1.27664 -1.86874 0.00
H 3.17235 0.42073 -1.41195 0.00
H 3.09194 0.00782 -3.14206 0.00
H 1.79090 2.56312 -2.27585 0.00
H 0.10689 2.98080 -2.64186 0.00
H 1.12480 2.25965 -3.87416 0.00
H -1.84490 2.43509 -1.90508 0.00
H -2.88017 1.03555 -1.53507 0.00
H -2.53945 1.47065 -3.23633 0.01
H -3.04214 -1.17477 -1.30270 0.00
H -2.00250 -2.61648 -1.18503 0.00
H -2.45244 -1.96072 -2.77465 0.00
H 1.79117 -2.94031 -1.58654 0.00
H 0.49789 -3.09763 -2.80283 0.00
H 0.15040 -3.36808 -1.07507 0.00
H -1.40099 0.98180 0.52792 0.02
O -0.53524 -2.45585 0.90814 0.26
H -1.39740 -2.09284 1.18870 0.01
C -1.25134 0.14243 4.07229 0.00
C -0.13047 0.89201 3.34075 -0.01
C 0.73994 1.87451 4.13920 0.00
C 0.81080 -0.07571 2.61659 -0.10
H -0.90134 -0.68630 4.70279 0.00
H -1.97844 -0.24344 3.35626 0.00
H -1.80833 0.81556 4.72186 0.00
H -0.63358 1.44360 2.53139 0.00
H 1.40400 1.33021 4.81660 0.00
H 1.30062 2.43448 3.38438 0.00
H 0.12524 2.56021 4.70834 0.00
H 1.78659 0.37449 2.36650 0.00
H 0.97386 -1.00065 3.23215 0.00
```

Calculated values
Total charge   -2
E_HOMO (spin up / spin down)   1.5 / -0.1 eV
LUMO level (spin up / spin down)   0.21030 / 0.20907 hartree
2S+1   5
Expectation value of S²   6.06
Kohn-Sham gap (spin up / spin down)   4.21 / 5.78 eV